Entry from the OMol25 dataset: a molecular structure, C27H24Cl2I2N6OSTi (ωB97M-V with the def2-TZVPD basis set).

```
64
Properties=species:S:1:pos:R:3:mulliken_charge:R:1
H -3.19743 -2.13150 3.49785 0.52
C -1.78013 -2.55504 -0.01747 -0.56
N -1.03409 0.78021 1.68069 1.87
C -3.12303 -3.37611 1.77921 -0.50
C 1.99606 3.09055 -2.37222 -0.90
H 4.47117 -1.87348 -3.43950 0.39
H -3.75411 -4.14536 2.20493 0.44
H -0.72510 4.89473 0.74782 0.25
C -2.08495 0.37588 3.90020 -0.60
C 4.00030 -1.80244 -2.46907 -0.30
H 3.70035 4.27201 -1.79945 0.41
Ti -0.28180 0.17597 -0.06290 -0.24
C 4.74522 -1.95892 -1.30980 -0.54
C -0.80582 2.90603 1.11930 0.35
H -3.06991 1.35590 7.52871 0.39
H 2.28889 1.74429 2.15313 0.47
C -2.79624 1.08553 6.51681 -0.38
C 1.98517 -1.44621 -1.13927 -0.57
C 2.43877 1.05578 1.32065 -1.36
C -2.58042 -3.52851 0.47465 -1.26
H -4.18892 0.14089 3.57738 0.55
H -1.34093 -2.02508 -3.10796 -0.03
H 1.29623 -2.12165 1.48467 0.44
N 1.27546 1.47867 -0.76716 1.22
H 3.46657 0.68589 1.37475 0.53
I 6.78699 -2.32479 -1.43141 0.06
O 0.69128 -1.21751 -1.05188 0.21
C 2.76762 -1.58846 0.01559 1.04
H -2.20520 -0.98508 -4.28356 0.45
C -3.42017 0.38910 4.29978 -0.24
C 3.02333 3.47436 -1.51838 -0.48
C 3.18240 2.82480 -0.31618 -1.11
H -4.81847 0.73885 5.88769 0.37
C 2.63988 -1.54632 -2.37357 -0.30
Cl -3.68449 -2.23388 -2.95671 -0.16
H 3.98302 3.08087 0.36544 0.52
C -1.70441 -0.01654 2.52026 -0.16
H -1.29953 -2.65820 -0.98041 0.85
H 0.99215 0.02432 2.31595 0.01
H -0.07434 0.76648 4.53163 0.32
C 1.15218 2.08602 -1.95594 -0.51
C -2.82643 -2.26276 2.49113 -1.12
H -2.78634 -4.40524 -0.12405 0.45
H 0.33415 1.75345 -2.57964 0.38
H 2.83316 -1.52772 2.14392 0.42
I 1.55937 -1.28236 -4.13023 0.00
C -3.77497 0.73499 5.59811 -0.76
H -0.20020 4.42331 2.30976 0.26
N 1.47568 -0.05330 1.43078 0.29
H -0.69230 1.37730 6.83323 0.40
C -1.11518 0.74666 4.83085 0.15
S -1.54836 2.52134 -0.40115 -0.42
N -0.63890 2.04799 2.09506 -1.30
Cl -1.97403 0.05235 -2.21758 -0.04
C -2.18498 -1.36557 -3.27047 -0.22
C 2.28741 1.81276 0.02498 0.81
H 1.84693 3.55470 -3.33612 0.47
C -1.46261 1.09604 6.12610 -0.85
N -1.48419 -1.39453 0.65481 0.60
N -0.34373 4.17951 1.34208 -0.42
H 4.70729 -1.94701 0.83693 0.43
C -2.01335 -1.24326 1.91905 0.89
C 4.12855 -1.84298 -0.07347 -0.47
C 2.09956 -1.39636 1.34340 -1.42
```

The molar mass is 853.178 g/mol. The LUMO energy (spin up / spin down) is 0.0029 / 0.0021 Ha. The value obtained for the energy relative to the best compared isomer or geometry (same formula, charge and spin) is 17.7 kcal per mole. The calculation puts the highest occupied orbital energy (spin up / spin down) at -0.21216 / -0.21715 Ha.

***

Entry from the OMol25 dataset: a molecular structure, C27H24ClF3I2N2O2PdS (ωB97M-V with the def2-TZVPD basis set).

```
63
Properties=species:S:1:pos:R:3:mulliken_charge:R:1
C -0.65483 -0.73396 -1.00935 -0.19
H -2.30555 0.36538 -1.18493 0.32
F 1.36095 -2.70292 -6.03678 -0.23
H 1.49995 -4.86619 -2.24593 0.34
C -0.97170 -5.62635 -0.50175 -0.36
C 2.44944 2.63458 2.80324 -0.16
Pd 5.63597 1.66278 5.62757 -0.07
F 1.20991 -4.66225 -5.11070 -0.25
C 0.14222 2.33468 1.93717 0.41
H 0.47441 5.24236 2.50628 0.54
H -0.30687 -4.66618 -3.29883 0.62
C -2.30214 3.09426 -2.63152 -0.16
C 1.30946 -4.56725 -1.21997 -1.23
C -1.52908 3.62314 0.77205 -0.73
Cl -1.67640 -4.44207 0.64328 -0.17
C -0.32684 -2.81073 -2.16255 0.84
C -2.84797 2.82419 -1.19520 -1.70
H -3.45052 1.91691 -1.23109 0.61
C -1.06808 1.43670 -0.03403 -0.40
H 1.68629 -2.65929 0.56996 0.62
C -1.79726 2.64316 -0.13551 0.61
H -0.54784 4.31280 -2.34436 0.34
H 3.91910 1.68126 5.57851 0.46
H -0.20441 2.54504 -2.30797 0.29
C 0.63598 -3.22941 -1.18138 0.10
C 3.13074 1.78977 4.78794 0.03
H 2.68084 3.20376 1.91101 0.51
H -1.68155 -1.30668 -2.79836 0.32
O -1.30525 3.63294 4.71346 -0.45
H -2.80623 3.98036 -2.99961 0.54
C 0.54462 -5.65736 -0.43183 -0.79
C -0.80478 3.33556 -2.75145 -1.30
H -3.53524 3.61735 -0.91873 0.52
H -2.08522 4.54652 0.68833 0.50
C -0.41312 4.66503 2.75672 -1.10
H 1.73926 0.64761 5.97058 0.46
H 0.85945 -6.62352 -0.82557 0.40
I -2.89413 1.52515 -3.98063 0.16
C 1.17449 2.10775 2.98328 -0.53
H -0.09513 0.94702 4.29266 0.56
C -0.10271 1.29878 1.01080 0.75
C 0.89073 1.36154 4.12774 0.13
F 1.97287 -2.98830 -3.97087 -0.24
C -0.57646 3.49747 1.82296 0.77
C -0.95619 -1.61137 -2.05575 -0.86
C -0.42920 4.26708 4.22373 0.09
N 3.42706 2.47422 3.69044 -0.44
S 0.80215 -0.11595 1.20877 -0.01
H -1.27742 5.31473 2.62202 0.48
C 0.34007 -1.11763 -0.06462 1.03
H 0.83951 -5.64994 0.61447 0.37
C -0.66978 -3.64715 -3.37456 -1.98
C 0.95624 -2.36196 -0.17026 -0.53
H -1.74922 -3.68924 -3.49305 0.53
C 1.89798 1.20222 5.05944 -1.00
O -0.18509 -3.00434 -4.55242 -0.33
N -1.31926 0.44689 -0.93222 0.25
H 2.27902 -4.44416 -0.74209 0.59
H -1.36756 -5.41361 -1.48949 0.14
I 1.21344 4.98683 5.39994 0.10
H -1.36832 -6.59149 -0.20624 0.47
H -0.53686 3.36518 -3.80435 0.50
C 1.07606 -3.34173 -4.92846 0.93
```

The molar mass is 893.243 g/mol. The LUMO energy is -0.3680 Ha. The calculation puts the highest occupied orbital energy at -0.43562 Ha. The total charge is +2.